Molecular formula: C21H15AlN3O3S
Method: DFT, ωB97M-V/def2-TZVPD

Computed properties:
- spin multiplicity = 1
- E_tot (a.u.) = -1839.84771
- total charge = +1

XYZ file:
```
44
C21H15AlN3O3S ωB97M-V/def2-TZVPD
Al 1.08414 -0.03596 -0.14123
O -3.67951 -0.72279 -2.21947
C -3.57069 0.59149 -1.96812
C -4.70365 1.37180 -2.19941
C -4.67221 2.72827 -1.96800
C -3.51204 3.35449 -1.50135
C -2.39358 2.59236 -1.26683
C -2.40028 1.20600 -1.48775
C -1.19467 0.43934 -1.21764
O -0.15859 1.08566 -0.66384
N -1.12895 -0.83876 -1.49388
N 0.14008 -1.31197 -1.14006
C 0.64802 -2.33407 -1.72994
C 2.04360 -2.68439 -1.58691
C 2.47571 -3.89878 -2.14402
C 3.80444 -4.25129 -2.13452
C 4.73361 -3.36879 -1.58216
C 4.34259 -2.15949 -1.04028
C 2.99922 -1.80179 -1.02527
O 2.66254 -0.62059 -0.46770
H -2.81675 -1.15159 -2.06708
H -5.59294 0.87835 -2.56727
H -5.56087 3.31694 -2.15640
H -3.49312 4.42224 -1.33466
H -1.48114 3.05475 -0.91766
H 0.01633 -2.90775 -2.40503
H 1.74012 -4.55777 -2.58999
H 4.12533 -5.19058 -2.56134
H 5.78404 -3.62955 -1.58169
H 5.06219 -1.46993 -0.62037
S 1.33249 -0.96156 4.12935
C 1.43952 -1.07670 2.45348
N 0.98579 -0.05043 1.77485
C 0.50130 0.95619 2.63431
C -0.05373 2.18361 2.26774
C -0.45773 3.03104 3.27438
C -0.32774 2.67905 4.62682
C 0.21015 1.46769 4.99642
C 0.62455 0.61004 3.97789
H 1.86938 -1.94494 1.97086
H -0.18349 2.45279 1.22875
H -0.89105 3.98782 3.01657
H -0.65978 3.36838 5.39113
H 0.30738 1.19117 6.03732
```

=====

Molecular formula: C35H35N3O5SZr
Method: DFT, ωB97M-V/def2-TZVPD

Computed properties:
- spin multiplicity = 1
- E_tot (a.u.) = -2340.01323
- total charge = +2
- energy above the lowest of the compared OMol25 structures with the same formula, charge and spin (kcal/mol) = 8.3

XYZ file:
```
80
C35H35N3O5SZr ωB97M-V/def2-TZVPD
Zr 0.10992 -0.83887 0.27727
O -1.65488 0.32307 0.79557
C -2.75196 -0.58875 1.39941
C -2.33983 -2.03286 0.99170
O -3.09483 -2.87881 0.66298
O -0.97371 -2.20586 1.10945
C -4.05458 -0.05632 0.85283
C -4.86355 -0.70918 -0.07535
C -6.01834 -0.08999 -0.53728
C -6.36789 1.17765 -0.09736
C -5.56548 1.83632 0.82521
C -4.42382 1.21663 1.30666
C -2.68092 -0.52704 2.91538
C -1.58912 -0.03623 3.61192
C -1.57047 -0.07323 4.99967
C -2.64210 -0.61355 5.69423
C -3.73491 -1.11472 4.99650
C -3.75875 -1.07016 3.61232
H -2.15406 1.02460 0.34457
H -4.62356 -1.70486 -0.41218
H -6.65325 -0.61230 -1.24091
H -7.27327 1.64622 -0.46020
H -5.84238 2.81771 1.18699
H -3.82891 1.71395 2.06621
H -0.73822 0.38674 3.09285
H -0.71511 0.31519 5.53720
H -2.62791 -0.64645 6.77551
H -4.57479 -1.53774 5.53163
H -4.61492 -1.46310 3.07600
C 3.78381 0.09761 -7.22835
C 3.32188 -0.07880 -5.80809
C 3.79592 -1.14569 -5.03214
C 3.40799 -1.31018 -3.71917
C 2.51613 -0.37280 -3.18669
C 2.01623 0.69289 -3.92660
C 2.43227 0.82964 -5.23939
S 2.00478 -0.59417 -1.57583
O 3.08098 -0.80731 -0.65496
O 1.11151 0.54843 -1.14808
N 1.00465 -1.87728 -1.46298
C -0.15840 -1.75593 -2.33833
C -0.19868 -2.23612 -3.62729
C -1.36785 -2.02267 -4.34108
C -2.42476 -1.34476 -3.74464
C -2.29278 -0.91251 -2.44209
N -1.16867 -1.12457 -1.74566
H 3.86720 -0.86035 -7.74016
H 4.77127 0.56354 -7.24421
H 3.10694 0.73571 -7.79302
H 4.48722 -1.85568 -5.47036
H 3.78629 -2.13289 -3.12522
H 1.31670 1.39218 -3.48758
H 2.05859 1.65477 -5.83348
H 0.65064 -2.76078 -4.04239
H -1.45407 -2.38103 -5.35881
H -3.34648 -1.16133 -4.27897
H -3.09672 -0.39751 -1.93462
C 3.58889 2.28701 0.77120
N 3.02198 2.71628 2.09480
C 2.74536 4.18769 2.13825
C 1.79526 1.90251 2.46659
C 2.15246 0.46453 2.68626
C 3.09563 0.19182 3.67389
C 3.53381 -1.10568 3.90519
C 3.00002 -2.14187 3.15628
C 2.02313 -1.86369 2.21297
C 1.57129 -0.56642 1.94493
H 4.54543 2.78468 0.63825
H 2.88275 2.59204 0.00266
H 3.70271 1.20675 0.78109
H 3.73185 2.50923 2.79930
H 2.02295 4.41314 1.35864
H 3.67433 4.72114 1.95895
H 2.34384 4.43358 3.11669
H 1.09719 2.05187 1.64338
H 1.38784 2.37636 3.35983
H 3.49199 0.98840 4.30223
H 4.27025 -1.30489 4.67275
H 3.32251 -3.16111 3.32148
H 1.60751 -2.72383 1.68575
```

=====

Molecular formula: C4H18NO7
Method: DFT, ωB97M-V/def2-TZVPD

Computed properties:
- spin multiplicity = 1
- E_tot (a.u.) = -744.38373
- total charge = +1
- energy above the lowest of the compared OMol25 structures with the same formula, charge and spin (kcal/mol) = 30.3

XYZ file:
```
30
C4H18NO7 ωB97M-V/def2-TZVPD
C 2.45783 0.95493 0.78008
O 2.81649 0.25148 1.88653
C 1.73789 0.08555 -0.25589
C 1.29018 0.88988 -1.50582
C 1.11539 -0.02696 -2.63683
O 2.26217 -0.46276 -3.28754
O 0.10708 -0.25774 -3.13110
N 0.41361 -0.17582 0.45448
H 1.65140 1.66739 1.13246
H 3.27820 1.50998 0.44554
H 3.67689 -0.14077 1.93791
H 2.31354 -0.84974 -0.52933
H 2.09724 1.79193 -1.71506
H 0.44928 1.65420 -1.52498
H 1.88192 -0.94352 -4.09706
H -0.02498 -1.13900 0.34543
H -0.36902 0.43105 0.14749
H 0.51889 -0.07431 1.46219
H -1.87492 0.17268 -1.75444
H -3.10624 -0.47785 -0.93388
O -2.38634 0.21792 -0.94578
H -4.11415 -0.91230 0.62223
H -4.21016 0.01723 1.85890
O -4.26482 -0.02053 0.91627
H -2.00003 2.15045 1.88440
H -2.57112 0.92365 0.97883
O -1.86166 1.23316 1.61411
H -0.94324 -2.70724 2.50061
H 0.18444 -3.18738 1.68668
O -0.52575 -2.57558 1.66355
```

=====

Molecular formula: C2H5NO2
Method: DFT, ωB97M-V/def2-TZVPD

Computed properties:
- SMILES string = NCOC=O
- spin multiplicity = 1
- E_tot (a.u.) = -284.43111
- total charge = 0
- energy above the lowest of the compared OMol25 structures with the same formula, charge and spin (kcal/mol) = 22.8

XYZ file:
```
10
C2H5NO2 ωB97M-V/def2-TZVPD
N -0.75078 -0.94947 -0.97997
C 0.14223 -0.87583 0.16195
O 0.93881 0.30439 -0.03773
C 0.52039 1.39943 0.59083
O -0.44140 1.44658 1.25337
H -1.55364 -0.34609 -0.77540
H -0.32082 -0.60714 -1.86340
H 0.79630 -1.80909 0.13017
H -0.47171 -0.82937 1.03823
H 1.14060 2.26658 0.48194
```

=====

Molecular formula: C4H8O2
Method: DFT, ωB97M-V/def2-TZVPD

Computed properties:
- SMILES string = OC[C@H]1C[C@H]1O
- spin multiplicity = 1
- E_tot (a.u.) = -307.63672
- total charge = 0
- energy above the lowest of the compared OMol25 structures with the same formula, charge and spin (kcal/mol) = 47.5

XYZ file:
```
14
C4H8O2 ωB97M-V/def2-TZVPD
O 0.91498 -1.37941 -1.04113
C 1.19775 -0.00770 -0.76660
C 0.35355 0.60558 0.34447
C -1.06833 1.05023 0.05909
C -0.82696 -0.11202 0.96439
O -1.19920 -1.40786 0.61832
H 1.14210 -1.88109 -0.24548
H 1.02479 0.50956 -1.71514
H 2.26280 0.10841 -0.52349
H 0.92142 1.23535 1.02702
H -1.44542 0.81244 -0.93484
H -1.42754 1.99197 0.46490
H -0.98145 0.04105 2.02904
H -0.86848 -1.56651 -0.28055
```

=====

Molecular formula: C4H11N2O
Method: DFT, ωB97M-V/def2-TZVPD

Computed properties:
- spin multiplicity = 2
- E_tot (a.u.) = -343.65198
- total charge = 0
- energy above the lowest of the compared OMol25 structures with the same formula, charge and spin (kcal/mol) = 29.3

XYZ file:
```
18
C4H11N2O ωB97M-V/def2-TZVPD
C 0.17137 -0.19046 0.78538
N 1.06410 -0.17352 -0.36778
C 2.08506 -1.21206 -0.36717
O 1.83949 -2.36706 0.26425
C -0.77163 0.98564 0.77422
N -1.91488 0.73196 -0.12018
C -2.36900 1.91381 -0.84854
H -0.43864 -1.09054 0.85905
H 0.76285 -0.16482 1.70274
H 0.51432 -0.26269 -1.21782
H 2.41902 -1.34670 -1.41300
H 2.97229 -0.80290 0.15973
H -1.17875 1.10383 1.78614
H -0.24434 1.88490 0.46837
H -1.66238 0.02672 -0.80050
H -2.35673 2.78680 -0.20968
H -1.77871 2.12093 -1.74430
H -3.41177 1.81873 -1.14313
```

=====

Molecular formula: C55H151N19O23
Method: DFT, ωB97M-V/def2-TZVPD

Computed properties:
- spin multiplicity = 1
- E_tot (a.u.) = -4957.02899
- total charge = 0

XYZ file:
```
248
C55H151N19O23 ωB97M-V/def2-TZVPD
C -6.00859 1.08004 3.10152
O -4.76326 1.59641 2.64217
C -4.64833 1.30888 1.21163
C -3.26689 1.71398 0.60581
N -2.86362 3.05694 0.64868
C -3.86825 3.91752 -0.01133
C -3.22006 5.26278 -0.11289
O -3.32097 5.89985 1.10610
C -2.76935 7.17739 1.09799
H -6.08366 0.03271 2.85869
H -6.80906 1.56652 2.62292
H -5.98363 1.25748 4.22351
H -5.35176 1.86334 0.61332
H -4.80496 0.20487 1.12661
H -3.22491 1.31833 -0.43915
H -2.44699 1.14134 1.07735
H -2.90421 3.49484 1.57488
H -4.81603 4.03659 0.38908
H -4.16045 3.52631 -0.99269
H -3.69431 5.89417 -0.82844
H -2.14375 5.12876 -0.36040
H -3.22428 7.90727 0.42042
H -1.72233 7.15991 0.79695
H -2.86597 7.57916 2.09271
C 8.87151 0.06186 -1.44440
O 9.11566 -0.12659 -0.08183
C 7.97501 -0.49822 0.66187
C 8.34075 -1.14933 1.97856
N 7.40444 -0.84594 3.00818
C 7.44336 -1.76107 4.14171
C 6.19563 -1.55203 4.97558
O 5.05967 -1.99037 4.17607
C 3.88792 -2.40824 4.80562
H 8.40662 0.94967 -1.76105
H 8.39414 -0.79696 -1.92984
H 9.83628 0.01350 -1.94162
H 7.28618 -1.10558 0.07023
H 7.35999 0.45564 0.91075
H 9.34018 -0.67744 2.17981
H 8.54243 -2.27342 1.85320
H 6.52944 -1.04455 2.56373
H 8.25365 -1.51100 4.77454
H 7.63589 -2.78805 3.81307
H 6.02321 -0.55204 5.28433
H 6.28874 -2.22592 5.85517
H 3.94544 -3.37711 5.31700
H 3.15978 -2.38711 4.01799
H 3.54476 -1.67186 5.57752
C -7.31368 5.28397 -6.98395
O -7.17085 5.13395 -5.59917
C -6.98566 6.26670 -4.83608
C -6.26634 5.84408 -3.54296
N -4.98110 5.18614 -3.78777
C -3.94746 5.88851 -4.46539
C -2.99249 4.90365 -5.13230
O -3.70831 4.09388 -6.13532
C -2.81958 3.22382 -6.81047
H -7.73677 4.37713 -7.38399
H -6.33916 5.51920 -7.45258
H -7.93558 6.07711 -7.22227
H -7.91443 6.75785 -4.57347
H -6.40215 7.06838 -5.30122
H -6.83956 5.22937 -2.86371
H -6.10280 6.68988 -2.88127
H -5.16537 4.38212 -4.39542
H -3.40352 6.47106 -3.72316
H -4.29424 6.58303 -5.22403
H -2.48306 4.18747 -4.42340
H -2.16469 5.51829 -5.56219
H -1.94455 3.74074 -7.30030
H -3.42675 2.67256 -7.49901
H -2.46689 2.55547 -6.01401
C -3.99249 -5.61782 8.42561
O -2.65117 -5.14441 8.25518
C -1.93799 -5.35690 9.48232
C -0.68565 -4.64232 9.28591
N 0.11751 -5.12791 8.25137
C 1.13021 -4.22463 7.61399
C 0.52684 -2.92656 6.98922
O 1.25554 -2.72697 5.74648
C 0.71462 -1.62172 5.01765
H -4.54834 -5.41051 7.47205
H -4.45396 -5.10487 9.24144
H -3.92696 -6.69718 8.63298
H -1.80458 -6.44447 9.67426
H -2.48137 -4.91309 10.32536
H -0.06342 -4.70441 10.24732
H -1.02386 -3.67585 9.13169
H -0.42420 -5.54913 7.47084
H 1.53392 -4.87600 6.78843
H 1.94851 -3.99805 8.29061
H 0.63400 -2.11184 7.71096
H -0.53222 -3.18537 6.73476
H 1.06133 -1.73333 4.01205
H 1.08260 -0.69186 5.49205
H -0.40658 -1.70761 5.09399
C -3.02583 1.05451 -3.49866
O -2.24426 0.75620 -2.39164
C -1.95717 -0.67026 -2.40462
C -1.46548 -0.94783 -0.98165
N -0.28012 -0.14767 -0.57719
C 0.92454 -0.37966 -1.39028
C 2.17112 0.21460 -0.81559
O 2.27485 -0.13277 0.55699
C 3.11380 0.79560 1.33073
H -2.50067 0.75502 -4.42728
H -3.27097 2.14124 -3.50130
H -3.98606 0.50832 -3.47647
H -1.18591 -0.90220 -3.15242
H -2.93048 -1.15467 -2.46049
H -1.24458 -1.99394 -0.85834
H -2.22785 -0.81134 -0.15258
H -0.44992 0.84587 -0.49365
H 0.93544 -0.10412 -2.42158
H 0.95264 -1.50347 -1.40954
H 2.10938 1.31799 -0.89886
H 3.08474 -0.16656 -1.32325
H 3.97530 0.30242 1.82147
H 2.57521 1.39713 2.06065
H 3.61900 1.49143 0.65133
C 5.02886 0.19065 -5.78659
C 4.75428 -1.03310 -4.87145
C 5.37963 -0.72163 -3.44310
O 3.31936 -1.12018 -4.90804
H 4.54830 0.06939 -6.79814
H 6.06079 0.47209 -5.97291
H 4.52067 1.01791 -5.22259
H 5.14390 -2.01307 -5.23076
H 5.05998 0.30671 -3.19565
H 6.47861 -0.69330 -3.62189
H 5.13897 -1.37126 -2.61051
H 3.03279 -1.71001 -4.22440
C 4.60281 -2.64142 0.41973
C 4.78923 -3.97835 1.11113
C 5.08925 -5.11875 0.21996
O 5.89735 -3.98374 2.06609
H 3.76674 -2.62834 -0.28500
H 5.53807 -2.35774 -0.14730
H 4.38678 -1.78150 1.06691
H 3.94293 -4.23950 1.71530
H 4.42515 -5.25556 -0.63197
H 5.26569 -6.01200 0.77175
H 6.04611 -4.88986 -0.30261
H 5.63810 -3.39514 2.79564
C 3.39151 1.34637 6.74051
C 2.26329 2.15204 6.12691
C 1.95280 3.59739 6.58870
O 2.57051 2.00049 4.69246
H 3.41138 0.32168 6.32881
H 3.23078 1.30458 7.82298
H 4.42172 1.80580 6.62359
H 1.29202 1.68415 6.36712
H 1.46214 3.54517 7.54565
H 1.28758 3.98503 5.84501
H 2.78335 4.30328 6.68316
H 1.73466 2.06602 4.15433
C 2.34638 4.29104 -0.77251
C 1.17775 3.84718 0.08585
C 0.38082 5.01527 0.51598
O 0.31124 2.86284 -0.55230
H 2.90013 5.03055 -0.10990
H 2.14513 4.78404 -1.68238
H 3.15727 3.48689 -0.88976
H 1.73356 3.37711 0.94590
H 0.02646 5.52856 -0.31517
H 1.00574 5.67400 1.13513
H -0.42366 4.72131 1.19710
H -0.59856 3.13644 -0.37199
C 2.34025 -4.21323 -5.24415
C 2.04545 -4.18327 -3.74451
C 2.21548 -5.59865 -3.20577
O 2.88726 -3.20568 -3.11907
H 3.41870 -4.36090 -5.36228
H 2.05474 -3.26037 -5.76940
H 1.94295 -5.01940 -5.77652
H 1.00953 -3.94371 -3.47967
H 1.94838 -5.67988 -2.13151
H 3.25403 -5.83446 -3.39410
H 1.61313 -6.28670 -3.79414
H 2.58641 -3.15143 -2.17423
C -7.09705 1.43200 -6.40232
C -6.66680 0.97058 -4.99630
C -7.19613 1.81801 -3.80532
O -7.14699 -0.38387 -4.78230
H -6.55188 2.26950 -6.77818
H -8.16778 1.62409 -6.29792
H -6.93214 0.58821 -7.07992
H -5.56157 0.84666 -4.92829
H -6.86137 2.87545 -3.79858
H -6.82486 1.34372 -2.89762
H -8.33285 1.77653 -3.82493
H -7.96894 -0.38875 -5.23045
C 1.15874 -3.92709 0.38757
O 1.08500 -3.90393 -0.83254
N 1.36044 -5.09231 1.06758
N 1.04281 -2.90201 1.26633
H 1.41852 -5.91800 0.48960
H 1.18662 -5.14992 2.07551
H 0.86922 -3.02526 2.27198
H 0.69955 -1.99802 0.88499
C 0.19190 0.17479 -5.95879
O -0.93999 0.55994 -6.22173
N 0.88137 0.65790 -4.91867
N 0.81699 -0.90983 -6.60569
H 1.81692 0.26260 -4.87466
H 0.75224 1.61785 -4.58085
H 0.48344 -1.30887 -7.48775
H 1.75185 -1.22448 -6.28998
C -0.71581 1.10806 3.33896
O -0.00920 1.94676 3.86373
N -1.93639 0.82406 3.78420
N -0.39956 0.21804 2.31800
H -2.51940 0.34243 3.10135
H -2.34919 1.45406 4.43951
H -1.07877 -0.38624 1.81517
H 0.46215 0.30582 1.90451
C 5.37152 2.50005 2.55700
O 5.98034 2.53546 1.53599
N 4.37822 3.34966 2.84984
N 5.59771 1.55065 3.59208
H 4.02435 3.85397 2.10523
H 3.75606 3.15078 3.56523
H 6.20919 0.73179 3.41515
H 4.87031 1.29707 4.21511
C -5.27715 -2.03467 -1.57655
O -4.33059 -2.79293 -1.43897
N -5.49140 -1.53938 -2.81721
N -6.11917 -1.67540 -0.55662
H -4.87868 -1.70703 -3.62475
H -6.41046 -1.10638 -3.05754
H -6.24197 -0.67765 -0.52509
H -5.64320 -1.97538 0.32883
C -2.52512 -2.91491 1.71321
O -2.84188 -1.71462 1.63825
N -1.82482 -3.40252 2.74848
N -2.90380 -3.82686 0.76434
H -1.36556 -2.67490 3.35566
H -1.55317 -4.34731 2.80848
H -2.82833 -4.79210 1.11686
H -3.47311 -3.52148 -0.01265
C -2.89403 -2.54702 -5.10415
O -4.08832 -2.27915 -5.25355
N -2.53631 -3.57504 -4.21827
N -1.92033 -1.92986 -5.76118
H -3.18111 -3.59665 -3.45957
H -1.64176 -3.71348 -3.98000
H -0.94434 -2.12536 -5.70903
H -2.23788 -1.23029 -6.38470
```

=====

- Which value of spin multiplicity does entry 1 give?
  1